ORCA calculation (wB97M-V/def2-TZVPD) on C51H36CoIN4P as an isolated structure.

The electronic energy is -4205.9237 a.u. The HOMO energy (spin up / spin down) comes out at -6.576 / -6.540 eV. The expectation value of S² is 3.765. Its HOMO-LUMO gap (spin up / spin down) is 6.44 / 6.29 eV. The multiplicity is 4. The LUMO energy (spin up / spin down) comes out at -0.1 / -0.2 eV. Its energy above the lowest of the compared OMol25 structures with the same formula, charge and spin is 0.317 eV.

Element x y z (Å)
Co  -0.178  0.284  -0.631
C  -4.110  -1.261  -1.347
C  -2.931  -0.522  -1.492
N  -1.981  -0.562  -0.577
C  -2.146  -1.273  0.575
C  -3.288  -2.065  0.776
C  -4.275  -2.049  -0.237
C  -3.410  -2.799  1.980
C  -2.414  -2.713  2.913
C  -1.280  -1.898  2.728
C  -1.121  -1.146  1.578
N  -0.097  -0.297  1.223
C  0.941  0.168  1.985
C  1.160  0.076  3.348
C  2.310  0.642  3.943
C  3.261  1.300  3.219
C  3.068  1.457  1.824
C  3.968  2.144  0.982
C  3.688  2.299  -0.348
C  2.491  1.768  -0.850
N  1.651  1.101  -0.091
C  1.912  0.919  1.229
H  -4.866  -1.206  -2.118
H  -2.726  0.113  -2.351
H  -5.167  -2.650  -0.109
H  -4.282  -3.418  2.142
H  -2.490  -3.285  3.829
H  -0.528  -1.902  3.498
H  0.444  -0.396  3.998
H  2.429  0.534  5.015
H  4.143  1.718  3.687
H  4.875  2.553  1.411
H  4.356  2.825  -1.015
H  2.212  1.894  -1.891
I  -1.026  2.888  -1.201
C  -1.141  1.363  -3.830
C  -1.978  2.273  -4.462
C  -2.208  2.355  -5.853
C  -1.598  1.485  -6.701
C  -0.745  0.486  -6.177
C  -0.152  -0.455  -7.044
C  0.628  -1.471  -6.567
C  0.851  -1.571  -5.189
C  0.323  -0.638  -4.322
P  0.620  -0.949  -2.575
C  2.428  -1.129  -2.360
C  3.351  -0.788  -3.345
C  4.714  -0.812  -3.070
C  5.171  -1.180  -1.816
C  4.259  -1.514  -0.822
C  2.902  -1.476  -1.092
C  -0.063  -2.644  -2.371
C  0.563  -3.673  -1.675
C  -0.071  -4.898  -1.513
C  -1.334  -5.109  -2.043
C  -1.959  -4.091  -2.751
C  -1.327  -2.870  -2.918
C  -0.525  0.435  -4.760
H  -2.516  3.007  -3.863
H  -2.875  3.110  -6.253
H  -1.762  1.528  -7.772
H  -0.343  -0.370  -8.107
H  1.060  -2.205  -7.235
H  1.434  -2.402  -4.808
H  3.009  -0.484  -4.324
H  5.417  -0.538  -3.847
H  6.233  -1.196  -1.607
H  4.602  -1.784  0.168
H  2.202  -1.688  -0.290
H  1.552  -3.537  -1.260
H  0.430  -5.689  -0.970
H  -1.826  -6.064  -1.912
H  -2.942  -4.246  -3.177
H  -1.814  -2.086  -3.488
C  -3.733  0.695  2.890
C  -2.822  1.006  3.886
C  -1.758  1.841  3.599
C  -1.608  2.342  2.302
N  -2.498  2.046  1.358
C  -3.523  1.253  1.642
C  -0.495  3.270  1.918
C  0.379  3.722  2.912
C  1.369  4.654  2.663
C  1.511  5.175  1.388
C  0.699  4.701  0.373
C  -0.282  3.740  0.610
H  -4.572  0.036  3.067
H  -2.938  0.604  4.884
H  -1.066  2.089  4.389
H  -4.204  1.048  0.820
H  0.287  3.345  3.920
H  2.019  4.972  3.467
H  2.265  5.919  1.171
H  0.842  5.061  -0.638

ORCA calculation (wB97M-V/def2-TZVPD) on C51H36CoIN4P as an isolated structure.

The electronic energy is -4205.8422 a.u. The HOMO energy (spin up / spin down) comes out at -4.591 / -6.751 eV. The expectation value of S² is 3.863. Its HOMO-LUMO gap (spin up / spin down) is 4.65 / 5.51 eV. The multiplicity is 4. The LUMO energy (spin up / spin down) comes out at 0.1 / -1.2 eV. Its energy above the lowest of the compared OMol25 structures with the same formula, charge and spin is 2.535 eV.

Element x y z (Å)
Co  -1.008  0.781  -0.566
C  -0.152  2.601  3.257
C  0.123  2.249  1.824
N  -0.844  1.327  1.252
C  -1.684  0.656  2.044
C  -1.844  0.887  3.435
C  -1.036  1.954  4.008
C  -2.782  0.161  4.128
C  -3.614  -0.773  3.472
C  -3.476  -1.029  2.131
C  -2.469  -0.364  1.397
N  -2.100  -0.532  0.119
C  -2.579  -1.454  -0.814
C  -3.260  -2.656  -0.575
C  -3.671  -3.423  -1.656
C  -3.448  -3.006  -2.961
C  -2.750  -1.812  -3.234
C  -2.512  -1.285  -4.534
C  -1.842  -0.056  -4.651
C  -1.359  0.591  -3.540
N  -1.499  0.076  -2.271
C  -2.264  -1.075  -2.130
H  0.417  3.428  3.664
H  0.127  3.176  1.239
H  -1.205  2.238  5.043
H  -2.904  0.337  5.193
H  -4.388  -1.286  4.034
H  -4.147  -1.719  1.639
H  -3.411  -3.018  0.432
H  -4.182  -4.362  -1.470
H  -3.810  -3.601  -3.793
H  -2.877  -1.811  -5.410
H  -1.681  0.398  -5.623
H  -0.817  1.524  -3.638
I  1.488  -1.212  -3.371
C  3.414  -0.987  -2.571
C  4.361  -0.706  -3.517
C  5.733  -0.746  -3.209
C  6.116  -1.161  -1.974
C  5.160  -1.489  -0.983
C  5.625  -2.068  0.217
C  4.737  -2.523  1.138
C  3.370  -2.250  0.968
C  2.855  -1.558  -0.104
P  1.127  -0.777  0.266
C  0.380  -2.354  0.877
C  -0.145  -2.552  2.150
C  -0.594  -3.810  2.543
C  -0.522  -4.885  1.670
C  -0.031  -4.690  0.383
C  0.408  -3.436  -0.009
C  1.610  0.166  1.784
C  1.632  1.660  1.612
C  2.587  2.356  2.525
C  2.941  1.802  3.705
C  2.526  0.479  4.012
C  1.936  -0.327  3.023
C  3.750  -1.311  -1.213
H  4.048  -0.493  -4.531
H  6.467  -0.518  -3.973
H  7.165  -1.286  -1.731
H  6.694  -2.185  0.358
H  5.073  -3.046  2.025
H  2.700  -2.587  1.743
H  -0.215  -1.728  2.852
H  -1.002  -3.943  3.540
H  -0.852  -5.869  1.987
H  0.009  -5.515  -0.318
H  0.787  -3.296  -1.016
H  1.866  1.918  0.586
H  2.916  3.355  2.251
H  3.564  2.345  4.409
H  2.753  0.049  4.981
H  1.809  -1.375  3.259
C  1.947  3.458  -2.064
C  1.241  4.649  -2.060
C  -0.097  4.627  -1.729
C  -0.707  3.423  -1.385
N  0.004  2.281  -1.307
C  1.290  2.309  -1.677
C  -2.131  3.246  -1.117
C  -3.085  4.247  -1.289
C  -4.425  3.956  -1.119
C  -4.809  2.661  -0.783
C  -3.857  1.664  -0.598
C  -2.507  1.946  -0.759
H  2.988  3.416  -2.356
H  1.732  5.580  -2.319
H  -0.684  5.535  -1.734
H  1.810  1.366  -1.655
H  -2.786  5.253  -1.574
H  -5.172  4.727  -1.265
H  -5.861  2.421  -0.669
H  -4.193  0.666  -0.338

ORCA calculation (wB97M-V/def2-TZVPD) on C51H36EuIO2P2 as an isolated structure.

The electronic energy is -3806.2538 a.u. The HOMO energy (spin up / spin down) comes out at -7.520 / -7.527 eV. The expectation value of S² is 12.027. Its HOMO-LUMO gap (spin up / spin down) is 7.25 / 7.79 eV. The multiplicity is 7. The LUMO energy (spin up / spin down) comes out at -0.3 / 0.3 eV.

Element x y z (Å)
Eu  -0.031  0.055  -0.070
O  0.397  -3.461  -2.381
C  1.030  -2.814  -1.568
O  0.766  -1.604  -1.203
C  2.238  -3.421  -0.893
C  2.602  -4.715  -1.258
C  3.722  -5.312  -0.711
C  4.500  -4.608  0.200
C  4.138  -3.327  0.575
C  2.993  -2.723  0.052
P  2.598  -1.001  0.585
C  3.085  -1.146  2.360
C  2.531  -2.241  3.033
C  2.705  -2.412  4.394
C  3.404  -1.463  5.127
C  3.930  -0.357  4.481
C  3.774  -0.198  3.109
C  3.951  -0.132  -0.308
C  4.399  1.129  0.085
C  5.293  1.842  -0.695
C  5.738  1.322  -1.900
C  5.302  0.069  -2.305
C  4.421  -0.653  -1.516
H  1.984  -5.226  -1.984
H  4.000  -6.317  -1.000
H  5.389  -5.057  0.623
H  4.748  -2.783  1.285
H  1.969  -2.981  2.475
H  2.281  -3.281  4.882
H  3.535  -1.586  6.195
H  4.466  0.394  5.047
H  4.224  0.662  2.633
H  4.041  1.575  0.999
H  5.628  2.820  -0.372
H  6.415  1.895  -2.520
H  5.643  -0.349  -3.243
H  4.099  -1.630  -1.849
I  -1.189  0.591  -2.950
C  0.053  2.348  -3.167
C  -0.064  2.992  -4.405
C  0.613  4.170  -4.606
C  1.393  4.701  -3.572
C  1.526  4.040  -2.345
C  2.311  4.599  -1.299
C  2.398  3.974  -0.041
C  1.754  2.790  0.165
C  0.993  2.112  -0.850
C  0.853  2.796  -2.104
H  -0.677  2.577  -5.193
H  0.517  4.674  -5.558
H  1.908  5.646  -3.701
H  2.814  5.541  -1.484
H  2.975  4.421  0.760
H  1.823  2.353  1.163
C  -1.093  -3.994  6.060
C  -1.658  -4.446  4.877
C  -1.660  -3.641  3.745
C  -1.077  -2.379  3.785
C  -0.503  -1.936  4.978
C  -0.521  -2.731  6.112
P  -1.020  -1.157  2.413
C  -1.653  -2.176  1.004
C  -2.681  -1.745  0.163
C  -3.094  -2.547  -0.897
C  -2.497  -3.774  -1.123
C  -1.458  -4.198  -0.306
C  -1.017  -3.391  0.727
C  -2.462  -0.117  2.869
C  -3.305  -0.451  3.903
C  -4.339  0.419  4.293
C  -4.495  1.620  3.664
C  -3.654  1.990  2.590
C  -3.830  3.217  1.913
C  -3.053  3.508  0.831
C  -2.069  2.597  0.392
C  -1.795  1.390  1.020
C  -2.626  1.107  2.155
H  -1.102  -4.622  6.942
H  -2.111  -5.429  4.837
H  -2.139  -3.999  2.845
H  -0.048  -0.952  5.007
H  -0.080  -2.370  7.033
H  -3.201  -0.817  0.367
H  -3.898  -2.213  -1.541
H  -2.821  -4.393  -1.948
H  -0.964  -5.141  -0.499
H  -0.188  -3.716  1.346
H  -3.185  -1.384  4.435
H  -5.001  0.129  5.099
H  -5.278  2.305  3.970
H  -4.592  3.907  2.258
H  -3.190  4.442  0.297
H  -1.509  2.892  -0.493

Question: Look up the electronic energy of the second one.
Answer: -4205.8422 a.u.

Question: The lowest electronic energy belongs to which entry?
Answer: number 1

Question: What is the multiplicity in the second record?
Answer: 4